(1)
Here is a cluster of 15 separate species, C23H76N6O15 in total in a non-equilibrium geometry from the Open Molecules 2025 dataset. Energies are from ωB97M-V/def2-TZVPD.

Positions of all 120 atoms, in Å:
C  -0.557  4.341  1.395
O  -1.295  5.295  2.121
H  0.457  4.298  1.767
H  -0.489  4.628  0.361
H  -0.940  3.344  1.617
H  -1.246  6.151  1.587
C  -3.976  -1.837  1.039
O  -5.041  -2.563  0.579
H  -3.509  -2.453  1.820
H  -4.304  -0.882  1.464
H  -3.249  -1.632  0.281
H  -5.665  -2.649  1.295
C  -0.761  -4.259  2.736
O  -0.002  -3.089  2.540
H  -1.833  -4.215  2.532
H  -0.822  -4.562  3.786
H  -0.277  -5.041  2.169
H  -0.539  -2.324  2.850
C  -2.476  -4.317  -0.845
O  -3.507  -3.705  -1.599
H  -1.786  -5.008  -1.329
H  -2.947  -4.839  -0.017
H  -1.893  -3.540  -0.370
H  -4.055  -3.229  -0.959
C  4.201  -0.321  -0.662
O  3.910  -0.567  0.674
H  3.405  0.204  -1.111
H  4.171  -1.272  -1.168
H  5.104  0.257  -0.901
H  3.322  -1.339  0.819
C  3.442  -3.638  1.357
O  2.648  -2.606  1.775
H  2.920  -4.226  0.582
H  3.695  -4.234  2.237
H  4.344  -3.169  1.017
H  1.878  -2.986  2.127
C  1.730  1.932  2.725
O  2.705  0.952  2.956
H  2.080  2.814  3.283
H  0.830  1.520  3.144
H  1.588  2.145  1.696
H  2.641  0.283  2.285
C  2.767  -0.881  -3.887
O  3.074  0.453  -3.775
H  1.703  -0.908  -4.160
H  2.883  -1.393  -2.940
H  3.424  -1.330  -4.609
H  2.160  0.808  -3.713
C  -2.853  1.972  -1.142
O  -3.304  0.789  -0.592
N  -1.654  2.126  -1.673
N  -3.662  2.989  -1.296
H  -0.873  1.446  -1.593
H  -1.336  3.023  -2.040
H  -4.587  2.817  -0.937
H  -3.552  3.794  -1.909
C  -1.934  0.455  2.986
O  -1.632  -0.867  2.911
N  -1.615  1.173  4.033
N  -2.620  1.075  2.031
H  -1.071  0.727  4.857
H  -1.927  2.057  4.189
H  -2.705  0.615  1.167
H  -3.046  2.036  2.130
C  -2.635  -0.644  -3.787
O  -2.919  -1.416  -4.859
N  -2.450  0.641  -3.800
N  -2.628  -1.090  -2.569
H  -2.749  1.154  -4.637
H  -2.116  1.171  -2.998
H  -2.833  -2.050  -2.477
H  -2.933  -0.516  -1.829
C  0.708  -2.284  -0.816
C  -0.216  -1.061  -0.594
C  0.350  -0.241  0.576
O  -0.313  -0.361  -1.595
H  0.619  -2.650  -1.831
H  0.344  -3.042  -0.143
H  1.783  -2.038  -0.671
H  -1.200  -1.442  -0.263
H  0.415  -0.858  1.473
H  -0.217  0.652  0.832
H  1.395  0.029  0.389
H  -0.966  -0.747  -2.156
C  1.375  2.490  -1.153
C  2.648  3.031  -0.613
C  3.683  3.248  -1.606
O  2.527  4.057  0.090
H  0.557  2.332  -0.410
H  1.523  1.559  -1.525
H  0.952  3.150  -1.932
H  3.050  2.264  0.049
H  3.374  4.018  -2.348
H  3.950  2.313  -2.093
H  4.562  3.649  -1.154
H  2.128  4.784  -0.447
C  1.260  3.035  -5.047
C  0.396  1.859  -5.083
C  0.805  0.793  -6.183
O  0.281  1.199  -4.036
H  1.262  3.542  -5.994
H  2.310  2.667  -4.884
H  0.940  3.774  -4.334
H  -0.568  2.285  -5.363
H  0.658  1.331  -7.137
H  0.151  -0.080  -6.166
H  1.807  0.381  -6.082
H  -0.598  0.864  -4.044
C  -1.052  -2.440  5.903
C  -0.106  -1.280  6.219
C  0.979  -1.170  5.139
O  -0.756  -0.205  6.300
H  -1.951  -2.597  6.539
H  -0.523  -3.327  5.954
H  -1.325  -2.319  4.848
H  0.405  -1.423  7.191
H  1.736  -0.416  5.324
H  0.554  -0.880  4.171
H  1.472  -2.121  4.979
H  -1.449  -0.215  6.990

Atomic forces in eV per Å
0.8 -0.2 0.9
-0.5 2.3 -1.1
0.5 0.1 0.0
-0.2 -0.5 -0.7
-0.4 0.0 -0.6
-0.2 -1.8 1.4
0.9 0.4 2.3
-1.5 -0.8 -1.7
0.5 0.6 0.0
0.2 -0.1 0.0
0.2 0.0 -0.6
-0.3 -0.2 0.1
-0.2 -0.4 0.8
-0.7 0.3 0.2
0.0 0.5 -0.9
0.7 -0.1 0.2
-0.1 -0.3 -0.2
0.3 0.0 -0.3
-0.4 0.3 1.4
0.4 -0.2 -0.8
-0.5 0.2 -0.8
0.0 -0.5 0.2
0.6 0.2 0.1
-0.3 -0.3 -0.1
-0.3 -0.9 -0.5
0.4 0.4 1.4
-1.1 1.0 -0.7
0.7 -0.4 -0.7
0.0 -0.4 0.7
0.3 0.5 -0.2
0.5 -1.1 0.1
0.4 2.0 -0.1
0.5 -0.1 0.1
0.2 -0.5 -0.3
0.7 -0.2 -0.6
-2.3 -0.2 0.9
0.5 -0.3 1.5
0.9 0.1 0.4
-0.5 -0.1 -0.3
-1.0 0.5 0.2
-0.1 0.4 -1.0
0.3 -0.5 -0.6
-0.7 -1.2 0.1
-0.7 2.1 0.4
0.3 -0.9 -0.3
0.0 -0.3 0.3
0.0 -0.5 -0.5
1.1 0.6 0.3
-1.3 -5.3 1.9
2.1 5.4 -2.4
2.6 0.3 -0.1
-2.3 1.3 0.4
-0.8 -0.1 0.4
-0.4 -0.3 0.4
-0.1 0.2 -0.1
0.3 -0.6 0.4
0.7 -5.3 0.0
-1.1 5.2 0.0
2.8 -2.9 3.0
-0.9 2.0 0.4
-1.4 0.6 -1.7
-1.0 2.8 0.0
-0.5 -0.4 -1.3
1.0 -1.9 -0.1
-3.0 -5.0 -6.4
1.7 3.8 4.6
0.3 4.1 -2.8
0.7 -2.6 1.5
0.4 -0.5 0.5
-0.5 -0.3 -0.5
-0.4 -1.5 0.2
-0.5 1.0 1.1
0.1 0.3 0.2
1.9 -5.4 9.0
0.6 -0.7 0.6
0.3 7.1 -8.0
-0.3 -0.1 -0.4
0.5 -0.6 0.4
-0.7 -0.2 0.1
0.0 -0.2 0.2
-0.3 0.0 -0.1
-0.2 0.0 -0.2
-0.1 0.2 -0.4
-1.0 -0.5 -1.3
-2.1 2.0 0.7
0.9 -6.7 -2.3
0.9 -0.1 -2.7
-2.2 8.7 4.9
0.9 0.5 0.0
0.4 -2.8 -1.7
0.3 -0.1 0.0
0.0 -0.5 0.3
0.0 -0.5 0.1
0.0 0.1 -0.5
0.7 0.2 0.6
0.5 -0.6 0.7
2.8 0.1 0.0
0.0 1.8 -8.8
-0.7 1.7 -1.1
0.4 -3.2 9.1
0.0 0.1 -0.6
-0.7 0.8 0.2
0.1 0.2 0.7
-0.7 -0.1 -0.6
0.4 -0.7 -0.1
-0.4 0.3 0.1
0.2 0.6 0.1
-1.1 -1.2 0.5
-0.5 0.6 -0.6
3.9 -6.6 0.2
-0.3 0.1 -0.4
-4.8 8.1 0.9
0.5 0.7 -0.2
1.2 -2.0 0.1
-0.5 0.1 0.3
0.2 -0.7 -0.1
0.1 0.1 0.5
-0.2 -0.1 0.2
0.1 -0.2 0.1
0.6 -0.1 -0.6

Calculated values
Energy (eV): -64730.0279
Frontier orbital gap (eV): 8.8
Relative energy (zero: lowest compared OMol25 entry of this formula, charge and spin) (kJ/mol): 696.1
Max |F| (eV/Å): 10.67
Total charge: 0



(2)
Here is the molecule C5H10O from the Open Molecules 2025 dataset. Energies are from ωB97M-V/def2-TZVPD.

Positions of all 16 atoms, in Å:
C  2.503  0.551  -0.243
C  1.321  -0.393  -0.076
C  -0.018  0.326  -0.017
O  -0.098  1.519  0.187
C  -1.257  -0.534  -0.208
C  -2.507  0.073  0.410
H  2.465  1.343  0.509
H  3.452  0.015  -0.143
H  2.485  1.033  -1.226
H  1.279  -1.148  -0.873
H  1.413  -0.963  0.861
H  -1.059  -1.540  0.184
H  -1.384  -0.661  -1.295
H  -2.373  0.213  1.487
H  -2.719  1.054  -0.025
H  -3.372  -0.579  0.252

Atomic forces in eV per Å
0.1 0.1 0.0
0.0 0.0 0.0
0.0 0.2 0.1
0.0 -0.5 -0.1
0.0 -0.1 0.0
-0.1 0.1 0.0
0.0 -0.1 -0.1
-0.1 0.1 0.0
0.0 -0.1 0.1
0.0 0.1 0.1
-0.1 0.1 -0.1
0.0 0.1 0.0
0.1 0.0 0.2
0.0 0.0 -0.2
0.0 -0.2 0.1
0.1 0.1 0.0

Calculated values
SMILES: CCC(=O)CC
Energy (eV): -7394.7547
Frontier orbital gap (eV): 10.5
Relative energy (zero: lowest compared OMol25 entry of this formula, charge and spin) (kJ/mol): 1.0
Max |F| (eV/Å): 0.47
Total charge: 0



(3)
Here is a cluster of 2 separate species, BrHIP in total in a non-equilibrium geometry from the Open Molecules 2025 dataset. Energies are from ωB97M-V/def2-TZVPD.

Positions of all 4 atoms, in Å:
P  0.050  0.218  0.786
Br  0.602  2.051  -0.445
I  1.284  -1.540  -0.306
H  -1.936  -0.728  -0.035

Atomic forces in eV per Å
-1.5 -0.3 -1.0
-0.4 -0.8 0.4
0.2 0.0 0.0
1.7 1.1 0.7

Calculated values
Energy (eV): -87446.0802
Frontier orbital gap (spin up / spin down) (eV): 7.9 / 7.7
Relative energy (zero: lowest compared OMol25 entry of this formula, charge and spin) (kJ/mol): 246.2
Max |F| (eV/Å): 2.09
Total charge: 0



(4)
Here is the ion C3H5N2O2 with charge +1 in a non-equilibrium geometry from the Open Molecules 2025 dataset. Energies are from ωB97M-V/def2-TZVPD.

Positions of all 12 atoms, in Å:
O  0.086  2.371  -1.008
C  -0.012  1.336  -0.459
C  0.970  0.162  -0.515
N  0.145  -1.031  -0.085
C  -0.851  -0.528  0.830
O  -0.451  0.444  1.688
N  -1.069  1.028  0.524
H  1.242  0.054  -1.480
H  1.766  0.279  0.211
H  -0.574  -1.158  -0.831
H  0.641  -1.968  0.160
H  -1.894  -0.990  0.965

Atomic forces in eV per Å
-0.2 -0.2 -0.3
0.5 -0.2 1.8
-0.9 0.2 2.7
-0.7 -1.4 -1.1
-3.4 3.9 1.2
1.2 -0.7 0.7
-0.7 -2.1 -0.8
1.5 -0.7 -3.0
0.3 0.2 -0.2
1.3 -1.0 -0.4
-0.9 2.0 -0.4
2.1 0.0 -0.1

Calculated values
SMILES: O=C1C[NH2+][C@H]2ON12
Energy (eV): -10255.5050
Frontier orbital gap (eV): 10.5
Relative energy (zero: lowest compared OMol25 entry of this formula, charge and spin) (kJ/mol): 402.5
Max |F| (eV/Å): 5.30
Total charge: +1